The following is a DFT calculation (ωB97M-V/def2-TZVPD) of an isolated molecule of C4H6ClN3 at a distorted geometry.

ΔE to the lowest compared entry with this formula, charge and spin in eV: 2.043
HOMO energy in eV: -8.011
Total energy in Ha: -780.44022
Lowest unoccupied orbital energy in eV: 0.86

Bonds (Å) are listed after each position.
Element x y z (Å)
1 C 2.06881 -0.25472 0.39821  N2 1.474, H9 1.115, H10 1.075, H11 1.116
2 N 1.08492 -0.50180 -0.67165  C1 1.474, C3 1.363, H12 1.026
3 C -0.15599 -0.04097 -0.34548  N2 1.363, C4 1.427, C7 1.457
4 C -1.38064 -0.76647 -0.24264  C3 1.427, N5 1.323, H13 1.080
5 N -2.33207 0.11210 0.02912  C4 1.323, N6 1.368, H14 1.009
6 N -1.90945 1.41260 0.06803  N5 1.368, C7 1.288
7 C -0.63688 1.31341 -0.10383  C3 1.457, N6 1.288, Cl8 1.720
8 Cl 0.34207 2.72175 -0.23372  C7 1.720
9 H 1.60746 -0.70367 1.30888  C1 1.115
10 H 2.98390 -0.71971 0.07825  C1 1.075
11 H 2.07611 0.84419 0.59212  C1 1.116
12 H 1.08100 -1.50558 -0.88626  N2 1.026
13 H -1.57401 -1.82048 -0.37313  C4 1.080
14 H -3.25522 -0.09066 0.38210  N5 1.009